ORCA calculation (ωB97M-V with the def2-TZVPD basis set) on the molecule C3H6OS at a distorted geometry.

Results
Energy relative to the best compared isomer or geometry (same formula, charge and spin)   47.5 kcal per mole
Total charge   0
LUMO energy   0.97 eV
Structure (SMILES)   C[C@@H]1O[C@H]1S
Gap between HOMO and LUMO   10.3795 eV

XYZ file:
```
11
C3H6OS (ωB97M-V with the def2-TZVPD basis set)
C 0.601 0.311 -0.076
C -0.359 0.631 1.022
C 0.250 -0.758 -1.006
O 0.826 0.022 1.315
S -0.693 2.298 1.561
H 1.365 1.052 -0.441
H -1.208 0.070 1.157
H -0.028 -1.712 -0.379
H 1.142 -1.099 -1.361
H -0.390 -0.553 -1.912
H -0.616 1.834 2.878
```

ORCA calculation (ωB97M-V with the def2-TZVPD basis set) on the molecule C3H6OS at a distorted geometry.

Results
Energy relative to the best compared isomer or geometry (same formula, charge and spin)   31.4 kcal per mole
Total charge   0
LUMO energy   0.97 eV
Structure (SMILES)   C1CSCO1
Gap between HOMO and LUMO   9.8045 eV

XYZ file:
```
11
C3H6OS (ωB97M-V with the def2-TZVPD basis set)
C -1.001 -0.490 -0.210
C 0.281 -1.205 0.093
C 0.660 1.414 0.063
H -1.590 -0.587 -1.098
H -1.741 -0.399 0.568
H 0.301 -2.107 -0.556
H 0.342 -1.470 1.161
H 0.849 1.798 1.106
H 0.865 2.207 -0.643
O -0.687 0.972 -0.237
S 1.721 -0.131 -0.246
```

ORCA calculation (ωB97M-V with the def2-TZVPD basis set) on a cluster of 2 separate species, C3H6OS in total at a distorted geometry.

Results
Energy relative to the best compared isomer or geometry (same formula, charge and spin)   81.1 kcal per mole
Total charge   0
LUMO energy   0.24 eV
Gap between HOMO and LUMO   8.7738 eV

XYZ file:
```
11
C3H6OS (ωB97M-V with the def2-TZVPD basis set)
C -0.046 0.297 -1.105
C 0.602 -0.457 0.114
C -0.305 -0.838 1.186
H -0.012 2.393 -0.305
H -0.658 -0.309 -1.753
H 0.671 0.747 -1.867
H 1.394 -1.289 -0.070
H -0.313 -1.864 1.453
H -1.242 -0.479 1.092
O -0.793 1.336 -0.447
S 0.702 0.463 1.702
```

ORCA calculation (ωB97M-V with the def2-TZVPD basis set) on the molecule C3H6OS at a distorted geometry.

Results
Energy relative to the best compared isomer or geometry (same formula, charge and spin)   34.9 kcal per mole
Total charge   0
LUMO energy   0.82 eV
Structure (SMILES)   O=CCCS
Gap between HOMO and LUMO   9.9858 eV

XYZ file:
```
11
C3H6OS (ωB97M-V with the def2-TZVPD basis set)
O -0.467 -2.164 -0.402
C -1.137 -1.158 -0.470
C -0.714 0.233 -0.242
C 0.725 0.262 0.611
S 1.721 1.756 0.824
H -2.220 -1.204 -0.680
H -1.597 0.748 0.249
H -0.431 0.598 -1.176
H 0.421 -0.310 1.646
H 1.185 -0.458 -0.085
H 2.514 1.697 -0.276
```

ORCA calculation (ωB97M-V with the def2-TZVPD basis set) on the molecule C3H6OS2 at a distorted geometry.

Results
Energy relative to the best compared isomer or geometry (same formula, charge and spin)   45.7 kcal per mole
Total charge   0
LUMO energy   0.39 eV
Structure (SMILES)   COC(=S)SC
Gap between HOMO and LUMO   9.0444 eV

XYZ file:
```
12
C3H6OS2 (ωB97M-V with the def2-TZVPD basis set)
C 0.315 -1.545 -1.511
C -0.783 0.631 -0.280
C 0.257 1.208 1.870
H -0.372 -2.311 -1.511
H 1.201 -2.208 -1.510
H 0.205 -0.993 -2.449
H 0.098 0.298 2.463
H 1.250 1.216 1.276
H 0.085 2.218 2.465
O -0.938 1.205 0.936
S 0.577 -0.388 -0.209
S -1.895 0.669 -1.539
```

ORCA calculation (ωB97M-V with the def2-TZVPD basis set) on the molecule C3H6OS2 at a distorted geometry.

Results
Energy relative to the best compared isomer or geometry (same formula, charge and spin)   50.0 kcal per mole
Total charge   0
LUMO energy   0.63 eV
Structure (SMILES)   C1OCSCS1
Gap between HOMO and LUMO   9.4450 eV

XYZ file:
```
12
C3H6OS2 (ωB97M-V with the def2-TZVPD basis set)
C -1.352 -0.424 0.004
C 0.641 0.795 1.389
C 0.648 -0.326 -1.369
H -2.393 -0.504 -0.226
H -1.172 -1.381 0.616
H 0.937 0.451 2.352
H 1.341 1.687 0.955
H 0.767 0.692 -1.510
H 0.921 -0.989 -2.206
O -0.794 -0.532 -1.232
S -1.089 1.116 0.949
S 1.544 -0.584 0.277
```

ORCA calculation (ωB97M-V with the def2-TZVPD basis set) on the molecule C3H6P2 at a distorted geometry.

Results
Energy relative to the best compared isomer or geometry (same formula, charge and spin)   21.3 kcal per mole
Total charge   0
LUMO energy   -0.92 eV
Gap between HOMO and LUMO   7.9161 eV

XYZ file:
```
11
C3H6P2 (ωB97M-V with the def2-TZVPD basis set)
C 0.207 0.324 -0.087
C -0.206 -0.670 -1.164
C 0.029 -0.157 1.408
P -0.420 2.091 -0.566
P 1.562 1.499 -0.448
H -0.150 -0.132 -2.114
H -1.365 -0.862 -1.224
H 0.226 -1.628 -1.204
H 0.561 0.779 2.111
H 0.525 -1.077 1.573
H -0.972 -0.167 1.714
```

ORCA calculation (ωB97M-V with the def2-TZVPD basis set) on a structure of composition C3H6S at a distorted geometry.

Results
Energy relative to the best compared isomer or geometry (same formula, charge and spin)   67.4 kcal per mole
Total charge   0
LUMO energy   0.42 eV
Gap between HOMO and LUMO   9.2235 eV

XYZ file:
```
10
C3H6S (ωB97M-V with the def2-TZVPD basis set)
C 0.891 0.776 0.010
C -0.614 0.441 -0.137
C -1.182 -0.771 0.019
H 0.831 -1.546 0.590
H 0.968 1.470 0.871
H 1.174 1.554 -0.623
H -1.305 1.224 -0.147
H -0.574 -1.831 -0.340
H -2.248 -0.886 -0.151
S 2.059 -0.431 -0.091
```

ORCA calculation (ωB97M-V with the def2-TZVPD basis set) on the molecule C3H6S2 at a distorted geometry.

Results
Energy relative to the best compared isomer or geometry (same formula, charge and spin)   69.7 kcal per mole
Total charge   0
LUMO energy (spin up / spin down)   0.09 / 0.09 eV
Gap between HOMO and LUMO (spin up / spin down)   7.3380 / 7.3536 eV

XYZ file:
```
11
C3H6S2 (ωB97M-V with the def2-TZVPD basis set)
C -1.736 -1.248 0.460
C 0.512 0.246 0.992
C 0.686 0.362 -0.467
S -0.620 -0.765 1.605
S 1.528 1.027 2.254
H -1.348 -1.399 -0.494
H -2.285 -1.997 1.083
H 1.494 1.126 -0.596
H -0.208 0.677 -0.998
H 0.966 -0.572 -1.015
H 2.167 2.096 1.599
```

ORCA calculation (ωB97M-V with the def2-TZVPD basis set) on the molecule C3H6S2 at a distorted geometry.

Results
Energy relative to the best compared isomer or geometry (same formula, charge and spin)   21.1 kcal per mole
Total charge   0
LUMO energy   -0.13 eV
Structure (SMILES)   CCC(=S)S
Gap between HOMO and LUMO   8.5147 eV

XYZ file:
```
11
C3H6S2 (ωB97M-V with the def2-TZVPD basis set)
C 1.256 -0.357 -0.146
C -0.137 -0.867 0.154
C -1.121 0.245 0.086
H 2.022 -1.118 0.140
H 1.407 -0.049 -1.120
H 1.443 0.572 0.420
H -0.343 -1.760 -0.490
H -0.188 -1.062 1.257
H -1.319 2.534 -0.329
S -0.296 1.806 0.067
S -2.725 0.056 -0.040
```

ORCA calculation (ωB97M-V with the def2-TZVPD basis set) on a structure of composition C3H6S2 at a distorted geometry.

Results
Energy relative to the best compared isomer or geometry (same formula, charge and spin)   51.1 kcal per mole
Total charge   0
LUMO energy   0.72 eV
Gap between HOMO and LUMO   9.3889 eV

XYZ file:
```
11
C3H6S2 (ωB97M-V with the def2-TZVPD basis set)
C 0.253 -0.636 0.024
C 0.926 0.618 0.669
C -1.307 -0.222 0.139
H 0.009 0.192 -2.238
H 0.826 -1.479 0.645
H 1.545 0.448 1.633
H 1.320 1.370 -0.125
H -1.584 0.374 -0.802
H -2.179 -0.797 0.344
S 0.854 -0.948 -1.656
S -0.663 1.080 1.367
```

ORCA calculation (ωB97M-V with the def2-TZVPD basis set) on the molecule C3H6S3 at a distorted geometry.

Results
Energy relative to the best compared isomer or geometry (same formula, charge and spin)   0.3 kcal per mole
Total charge   0
LUMO energy   0.06 eV
Gap between HOMO and LUMO   8.7262 eV

XYZ file:
```
12
C3H6S3 (ωB97M-V with the def2-TZVPD basis set)
C -1.348 0.808 2.286
C -0.017 0.003 -0.013
C 0.970 -0.800 -2.472
H -1.786 1.656 1.769
H -1.988 -0.069 2.222
H -1.172 1.091 3.353
H 0.291 -1.668 -2.458
H 0.506 0.059 -2.908
H 1.892 -1.070 -3.035
S 0.299 0.418 1.662
S -1.495 -0.005 -0.725
S 1.485 -0.417 -0.797
```

ORCA calculation (ωB97M-V with the def2-TZVPD basis set) on the molecule C3H6S3Si at a distorted geometry.

Results
Energy relative to the best compared isomer or geometry (same formula, charge and spin)   65.5 kcal per mole
Total charge   0
LUMO energy   -0.35 eV
Gap between HOMO and LUMO   6.6485 eV

XYZ file:
```
13
C3H6S3Si (ωB97M-V with the def2-TZVPD basis set)
C 1.283 0.146 0.828
C -0.101 0.075 -1.415
C 0.470 -0.648 -0.189
Si -2.337 0.002 0.402
S 0.963 1.977 0.540
S -0.854 1.436 -0.429
S -0.948 -1.683 0.576
H 1.157 -0.011 1.833
H 2.373 0.124 0.705
H 0.621 0.515 -2.117
H -0.908 -0.454 -2.088
H 1.053 -1.473 -0.511
H -2.773 -0.007 1.865
```

ORCA calculation (ωB97M-V with the def2-TZVPD basis set) on the molecule C3H6Si at a distorted geometry.

Results
Energy relative to the best compared isomer or geometry (same formula, charge and spin)   102.3 kcal per mole
Total charge   0
LUMO energy (spin up / spin down)   -1.48 / -1.73 eV
Gap between HOMO and LUMO (spin up / spin down)   7.1488 / 6.9713 eV

XYZ file:
```
10
C3H6Si (ωB97M-V with the def2-TZVPD basis set)
C 0.476 -0.440 -0.352
C 0.408 0.304 2.938
C -0.638 0.206 -1.117
Si 0.814 -0.564 1.396
H -1.060 1.141 -0.755
H -0.203 0.336 -2.076
H -1.567 -0.434 -1.174
H -0.177 1.251 2.517
H 1.243 -0.794 -0.978
H 1.722 -1.480 1.832
```

ORCA calculation (ωB97M-V with the def2-TZVPD basis set) on a structure of composition C3H6Si at a distorted geometry.

Results
Energy relative to the best compared isomer or geometry (same formula, charge and spin)   68.0 kcal per mole
Total charge   0
LUMO energy   0.04 eV
Gap between HOMO and LUMO   8.5143 eV

XYZ file:
```
10
C3H6Si (ωB97M-V with the def2-TZVPD basis set)
C -2.861 -0.326 -1.028
C -1.974 0.305 -0.525
C 0.768 -1.345 0.229
Si -0.189 0.113 -0.050
H -3.821 -0.778 -1.250
H 0.264 -2.373 0.282
H -1.520 2.770 1.378
H 1.630 -1.269 0.823
H -0.797 3.147 1.402
H 0.259 1.523 0.134
```

ORCA calculation (ωB97M-V with the def2-TZVPD basis set) on a cluster of 2 separate species, C3H6Si in total at a distorted geometry.

Results
Energy relative to the best compared isomer or geometry (same formula, charge and spin)   90.7 kcal per mole
Total charge   0
LUMO energy   0.97 eV
Structure (SMILES)   C1=CC=1.[SiH4]
Gap between HOMO and LUMO   10.5805 eV

XYZ file:
```
10
C3H6Si (ωB97M-V with the def2-TZVPD basis set)
C 1.145 1.440 0.459
C 1.302 2.655 0.044
C 0.453 1.831 -0.747
Si -1.220 -1.817 -0.200
H 1.321 0.494 1.034
H 1.894 3.593 0.105
H -0.862 -0.373 -0.234
H -1.161 -2.726 0.967
H -0.296 -2.855 -0.835
H -2.574 -2.242 -0.593
```

ORCA calculation (ωB97M-V with the def2-TZVPD basis set) on a structure of composition C3H7BCl2O2 at a distorted geometry.

Results
Spin multiplicity   3
Total charge   0
LUMO energy (spin up / spin down)   0.51 / -1.23 eV
Gap between HOMO and LUMO (spin up / spin down)   7.8170 / 9.3772 eV

XYZ file:
```
15
C3H7BCl2O2 (ωB97M-V with the def2-TZVPD basis set)
B -0.987 0.120 0.703
C 1.353 -1.904 -0.089
C 1.211 -0.977 1.101
C -0.680 3.282 -1.471
O -2.303 0.060 0.811
O -0.160 -0.645 1.367
Cl -2.394 3.267 -1.524
Cl -0.152 1.107 -0.747
H 1.645 -1.385 -1.105
H 2.115 -2.602 0.205
H 0.405 -2.327 -0.358
H 1.913 -0.068 1.029
H 1.322 -1.684 1.873
H -0.454 2.964 -2.572
H -2.833 0.790 0.777
```

ORCA calculation (ωB97M-V with the def2-TZVPD basis set) on the molecule C3H7BN2O2 at a distorted geometry.

Results
Energy relative to the best compared isomer or geometry (same formula, charge and spin)   39.2 kcal per mole
Total charge   0
LUMO energy (spin up / spin down)   0.40 / 0.40 eV
Gap between HOMO and LUMO (spin up / spin down)   8.0361 / 8.1126 eV

XYZ file:
```
15
C3H7BN2O2 (ωB97M-V with the def2-TZVPD basis set)
B -0.805 -1.330 0.618
C 1.126 0.438 -0.316
C 0.204 1.551 -1.014
C 0.408 -0.895 -0.281
N -0.876 0.980 -1.783
N -1.207 -0.128 -1.818
O -1.314 -2.577 0.324
O -1.265 -0.447 1.524
H 1.962 0.287 -0.962
H 1.416 0.807 0.740
H -0.365 2.113 -0.238
H 0.796 2.408 -1.425
H 0.633 -1.603 -1.006
H -2.252 -2.877 0.525
H -1.939 -0.830 2.211
```

ORCA calculation (ωB97M-V with the def2-TZVPD basis set) on the molecule C3H7BO2 at a distorted geometry.

Results
Energy relative to the best compared isomer or geometry (same formula, charge and spin)   98.8 kcal per mole
Total charge   0
LUMO energy (spin up / spin down)   0.00 / 0.16 eV
Gap between HOMO and LUMO (spin up / spin down)   8.1966 / 7.4381 eV

XYZ file:
```
13
C3H7BO2 (ωB97M-V with the def2-TZVPD basis set)
B 1.551 0.575 -0.199
C -1.343 0.963 0.634
C -1.360 -0.338 0.020
C -0.013 -1.276 -0.050
O 1.171 -0.603 -0.489
O 2.852 0.997 -0.486
H -1.281 1.041 1.740
H -0.800 1.781 0.171
H -2.138 -1.047 0.477
H -1.623 -0.205 -1.104
H 0.055 -1.928 0.790
H -0.188 -1.835 -0.883
H 3.116 1.875 -0.622
```

ORCA calculation (ωB97M-V with the def2-TZVPD basis set) on a cluster of 2 separate species, C3H7BO3 in total at a distorted geometry.

Results
Energy relative to the best compared isomer or geometry (same formula, charge and spin)   90.6 kcal per mole
Total charge   0
LUMO energy   0.16 eV
Structure (SMILES)   C/C=B/O.O=CO
Gap between HOMO and LUMO   7.9822 eV

XYZ file:
```
14
C3H7BO3 (ωB97M-V with the def2-TZVPD basis set)
B 1.008 1.110 -0.209
C -2.208 -0.148 -0.380
C 1.663 -1.514 -0.088
C 1.024 -0.183 0.294
O -3.156 -0.398 -1.042
O -2.157 0.733 0.625
O 0.770 2.372 -0.394
H -1.165 -0.527 -0.559
H 1.095 -2.211 -0.715
H 2.431 -1.221 -0.787
H 1.933 -2.043 0.870
H 0.698 -0.068 1.290
H -3.014 0.977 1.055
H 1.079 3.122 0.039
```